# C45H105N15O15

A cluster of 15 separate species, C45H105N15O15 in total in a non-equilibrium geometry (wB97M-V/def2-TZVPD, OMol25).

Computed properties:
* relative energy (zero: lowest compared OMol25 entry of this formula, charge and spin): 3.975 eV
* 2S+1: 1
* gap between HOMO and LUMO: 7.17 eV
* HOMO energy: -0.2957 Eh

Last columns: bonded neighbours and bond lengths (Å).
CARTESIAN COORDINATES (ANGSTROEM)
1 C -5.478 -5.801 -1.331  C2 1.500, H6 1.090, H7 1.090, H8 1.090
2 C -4.846 -4.442 -1.382  C1 1.500, O3 1.215, N4 1.319
3 O -5.439 -3.500 -1.870  C2 1.215
4 N -3.576 -4.333 -1.044  C2 1.319, C5 1.483, H9 1.010
5 C -2.715 -3.126 -1.055  N4 1.483, H10 1.090, H11 1.090, H12 1.090
6 H -5.785 -6.111 -2.330  C1 1.090
7 H -6.319 -5.715 -0.643  C1 1.090
8 H -4.745 -6.513 -0.952  C1 1.090
9 H -3.098 -5.156 -0.706  N4 1.010
10 H -2.712 -2.712 -0.047  C5 1.090
11 H -3.053 -2.424 -1.818  C5 1.090
12 H -1.711 -3.456 -1.319  C5 1.090
13 C -5.036 -0.747 0.121  C14 1.576, H18 1.090, H19 1.090, H20 1.090
14 C -5.142 0.417 1.178  C13 1.576, O15 1.227, N16 1.342
15 O -6.222 0.804 1.614  C14 1.227
16 N -3.986 0.970 1.577  C14 1.342, C17 1.481, H21 1.010
17 C -3.913 2.068 2.568  N16 1.481, H22 1.090, H23 1.090, H24 1.090
18 H -4.513 -0.340 -0.744  C13 1.090
19 H -6.013 -1.088 -0.221  C13 1.090
20 H -4.354 -1.478 0.557  C13 1.090
21 H -3.114 0.599 1.227  N16 1.010
22 H -2.875 2.330 2.769  C17 1.090
23 H -4.344 1.707 3.502  C17 1.090
24 H -4.485 2.972 2.359  C17 1.090
25 C -0.722 2.014 -0.161  C26 1.534, H30 1.090, H31 1.090, H32 1.090
26 C -0.477 0.619 0.428  C25 1.534, O27 1.231, N28 1.294
27 O -1.305 0.165 1.217  C26 1.231
28 N 0.603 -0.034 0.146  C26 1.294, C29 1.476, H33 1.010
29 C 0.889 -1.470 0.331  N28 1.476, H34 1.090, H35 1.090, H36 1.090
30 H 0.156 2.463 -0.626  C25 1.090
31 H -0.974 2.709 0.640  C25 1.090
32 H -1.549 1.985 -0.870  C25 1.090
33 H 1.255 0.265 -0.566  N28 1.010
34 H -0.036 -2.033 0.204  C29 1.090
35 H 1.383 -1.741 1.264  C29 1.090
36 H 1.583 -1.788 -0.447  C29 1.090
37 C 2.679 0.235 2.726  C38 1.497, H42 1.090, H43 1.090, H44 1.090
38 C 2.718 1.713 2.958  C37 1.497, O39 1.218, N40 1.344
39 O 2.375 2.194 4.023  C38 1.218
40 N 3.152 2.456 1.925  C38 1.344, C41 1.432, H45 1.010
41 C 3.326 3.877 1.904  N40 1.432, H46 1.090, H47 1.090, H48 1.090
42 H 2.969 -0.115 1.736  C37 1.090
43 H 1.663 -0.133 2.877  C37 1.090
44 H 3.326 -0.238 3.465  C37 1.090
45 H 3.200 1.988 1.031  N40 1.010
46 H 3.751 4.189 0.950  C41 1.090
47 H 4.021 4.080 2.719  C41 1.090
48 H 2.341 4.301 2.104  C41 1.090
49 C 0.293 -2.755 -4.943  C50 1.485, H54 1.090, H55 1.090, H56 1.090
50 C 0.822 -2.761 -3.556  C49 1.485, O51 1.213, N52 1.302
51 O 0.198 -2.150 -2.714  C50 1.213
52 N 1.864 -3.484 -3.260  C50 1.302, C53 1.461, H57 1.010
53 C 2.778 -4.258 -4.096  N52 1.461, H58 1.090, H59 1.090, H60 1.090
54 H 0.751 -1.997 -5.579  C49 1.090
55 H -0.765 -2.509 -4.861  C49 1.090
56 H 0.316 -3.702 -5.482  C49 1.090
57 H 2.034 -3.463 -2.264  N52 1.010
58 H 3.040 -3.778 -5.039  C53 1.090
59 H 2.346 -5.243 -4.273  C53 1.090
60 H 3.744 -4.396 -3.612  C53 1.090
61 C -6.096 3.416 -2.882  C62 1.547, H66 1.090, H67 1.090, H68 1.090
62 C -5.237 4.674 -2.619  C61 1.547, O63 1.224, N64 1.369
63 O -5.135 5.550 -3.468  C62 1.224
64 N -4.674 4.808 -1.378  C62 1.369, C65 1.434, H69 1.010
65 C -4.460 3.671 -0.531  N64 1.434, H70 1.090, H71 1.090, H72 1.090
66 H -7.046 3.479 -2.351  C61 1.090
67 H -5.651 2.472 -2.567  C61 1.090
68 H -6.377 3.404 -3.935  C61 1.090
69 H -4.221 5.693 -1.197  N64 1.010
70 H -5.400 3.171 -0.298  C65 1.090
71 H -3.950 4.061 0.350  C65 1.090
72 H -3.706 3.032 -0.989  C65 1.090
73 C -1.746 5.494 -2.502  C74 1.497, H78 1.090, H79 1.090, H80 1.090
74 C -1.464 5.938 -1.101  C73 1.497, O75 1.250, N76 1.347
75 O -2.434 6.160 -0.344  C74 1.250
76 N -0.191 5.997 -0.663  C74 1.347, C77 1.441, H81 1.010
77 C 1.043 5.715 -1.350  N76 1.441, H82 1.090, H83 1.090, H84 1.090
78 H -2.513 6.081 -3.010  C73 1.090
79 H -2.105 4.465 -2.521  C73 1.090
80 H -0.835 5.505 -3.101  C73 1.090
81 H -0.027 6.397 0.249  N76 1.010
82 H 0.976 4.811 -1.956  C77 1.090
83 H 1.820 5.515 -0.612  C77 1.090
84 H 1.325 6.536 -2.009  C77 1.090
85 C 1.898 1.522 -4.155  C86 1.490, H90 1.090, H91 1.090, H92 1.090
86 C 1.455 2.928 -4.374  C85 1.490, O87 1.212, N88 1.309
87 O 0.485 3.411 -3.832  C86 1.212
88 N 2.260 3.633 -5.128  C86 1.309, C89 1.368, H93 1.010
89 C 2.025 4.925 -5.509  N88 1.368, H94 1.090, H95 1.090, H96 1.090
90 H 1.554 0.943 -5.012  C85 1.090
91 H 1.551 1.116 -3.205  C85 1.090
92 H 2.983 1.418 -4.146  C85 1.090
93 H 2.899 3.062 -5.661  N88 1.010
94 H 2.352 5.664 -4.777  C89 1.090
95 H 0.964 5.062 -5.714  C89 1.090
96 H 2.502 5.242 -6.437  C89 1.090
97 C -0.235 4.566 3.149  C98 1.511, H102 1.090, H103 1.090, H104 1.090
98 C -0.373 4.621 4.654  C97 1.511, O99 1.211, N100 1.326
99 O -1.264 5.248 5.183  C98 1.211
100 N 0.677 4.138 5.304  C98 1.326, C101 1.446, H105 1.010
101 C 0.686 3.952 6.738  N100 1.446, H106 1.090, H107 1.090, H108 1.090
102 H 0.311 3.733 2.706  C97 1.090
103 H 0.268 5.460 2.780  C97 1.090
104 H -1.279 4.441 2.862  C97 1.090
105 H 1.371 3.636 4.770  N100 1.010
106 H -0.192 4.344 7.251  C101 1.090
107 H 1.524 4.501 7.169  C101 1.090
108 H 0.799 2.909 7.031  C101 1.090
109 C 0.646 -3.259 4.613  C110 1.546, H114 1.090, H115 1.090, H116 1.090
110 C 0.249 -4.746 4.761  C109 1.546, O111 1.213, N112 1.330
111 O -0.921 -5.064 4.701  C110 1.213
112 N 1.207 -5.660 4.880  C110 1.330, C113 1.447, H117 1.010
113 C 1.039 -7.094 4.983  N112 1.447, H118 1.090, H119 1.090, H120 1.090
114 H 0.151 -2.900 3.711  C109 1.090
115 H 1.722 -3.165 4.469  C109 1.090
116 H 0.304 -2.631 5.436  C109 1.090
117 H 2.171 -5.367 4.949  N112 1.010
118 H 0.260 -7.490 4.331  C113 1.090
119 H 0.860 -7.484 5.985  C113 1.090
120 H 1.982 -7.558 4.694  C113 1.090
121 C -1.406 0.915 4.787  C122 1.567, H126 1.090, H127 1.090, H128 1.090
122 C -0.444 0.118 5.734  C121 1.567, O123 1.224, N124 1.358
123 O -0.848 -0.619 6.623  C122 1.224
124 N 0.882 0.373 5.587  C122 1.358, C125 1.545, H129 1.010
125 C 2.020 -0.214 6.453  N124 1.545, H130 1.090, H131 1.090, H132 1.090
126 H -0.822 1.664 4.252  C121 1.090
127 H -2.066 1.508 5.420  C121 1.090
128 H -2.044 0.342 4.114  C121 1.090
129 H 1.094 1.037 4.855  N124 1.010
130 H 2.435 0.566 7.090  C125 1.090
131 H 2.929 -0.519 5.935  C125 1.090
132 H 1.793 -0.961 7.214  C125 1.090
133 C -0.968 -8.218 0.914  C134 1.450, H138 1.090, H139 1.090, H140 1.090
134 C -0.861 -7.057 0.053  C133 1.450, O135 1.253, N136 1.319
135 O -1.894 -6.574 -0.465  C134 1.253
136 N 0.361 -6.612 -0.174  C134 1.319, C137 1.490, H141 1.010
137 C 0.680 -5.417 -1.005  N136 1.490, H142 1.090, H143 1.090, H144 1.090
138 H -0.026 -8.753 0.792  C133 1.090
139 H -1.765 -8.928 0.694  C133 1.090
140 H -1.074 -7.874 1.943  C133 1.090
141 H 1.113 -7.000 0.378  N136 1.010
142 H -0.207 -5.036 -1.511  C137 1.090
143 H 1.430 -5.571 -1.780  C137 1.090
144 H 1.020 -4.605 -0.362  C137 1.090
145 C -2.599 3.600 -5.586  C146 1.585, H150 1.090, H151 1.090, H152 1.090
146 C -2.857 2.234 -4.824  C145 1.585, O147 1.206, N148 1.335
147 O -3.922 1.668 -4.828  C146 1.206
148 N -1.831 1.810 -4.083  C146 1.335, C149 1.516, H153 1.010
149 C -1.815 0.548 -3.242  N148 1.516, H154 1.090, H155 1.090, H156 1.090
150 H -3.210 4.320 -5.040  C145 1.090
151 H -2.902 3.542 -6.631  C145 1.090
152 H -1.574 3.971 -5.596  C145 1.090
153 H -1.087 2.485 -3.983  N148 1.010
154 H -2.599 0.591 -2.487  C149 1.090
155 H -0.815 0.465 -2.816  C149 1.090
156 H -2.033 -0.243 -3.959  C149 1.090
157 C 5.676 -3.831 -1.068  C158 1.512, H162 1.090, H163 1.090, H164 1.090
158 C 4.424 -4.100 -0.264  C157 1.512, O159 1.239, N160 1.325
159 O 3.319 -3.806 -0.741  C158 1.239
160 N 4.561 -4.542 0.977  C158 1.325, C161 1.466, H165 1.010
161 C 3.516 -4.930 1.930  N160 1.466, H166 1.090, H167 1.090, H168 1.090
162 H 5.983 -2.818 -0.809  C157 1.090
163 H 5.544 -3.890 -2.148  C157 1.090
164 H 6.445 -4.546 -0.776  C157 1.090
165 H 5.487 -4.604 1.376  N160 1.010
166 H 2.680 -5.368 1.384  C161 1.090
167 H 3.091 -4.016 2.345  C161 1.090
168 H 3.772 -5.683 2.675  C161 1.090
169 C 4.325 -0.372 -1.439  C170 1.552, H174 1.090, H175 1.090, H176 1.090
170 C 4.012 1.147 -1.368  C169 1.552, O171 1.242, N172 1.336
171 O 2.966 1.521 -0.812  C170 1.242
172 N 4.881 1.958 -1.976  C170 1.336, C173 1.433, H177 1.010
173 C 4.858 3.390 -1.908  N172 1.433, H178 1.090, H179 1.090, H180 1.090
174 H 3.657 -0.871 -2.141  C169 1.090
175 H 4.153 -0.725 -0.423  C169 1.090
176 H 5.381 -0.480 -1.683  C169 1.090
177 H 5.553 1.517 -2.587  N172 1.010
178 H 4.599 3.691 -0.893  C173 1.090
179 H 4.131 3.831 -2.591  C173 1.090
180 H 5.843 3.740 -2.216  C173 1.090

Atom charges from the Mulliken analysis, given in e for atoms 1 to 8:
1. C -1.00
2. C 0.87
3. O -0.66
4. N 0.11
5. C 0.27
6. H 0.28
7. H 0.28
8. H 0.18